Record 1
185
Properties=species:S:1:pos:R:3 method="wB97M-V/def2-TZVPD" homo_ev=-8.7 max_force_ev_per_a=3.270 total_charge=+1
C 1.804 0.515 10.629
C 2.776 0.713 11.770
O 3.064 -0.057 12.606
N 3.582 1.999 11.735
H 4.461 1.767 12.212
H 3.952 2.290 10.824
C 2.778 3.207 12.230
H 1.223 1.416 10.454
H 1.217 -0.342 10.958
H 2.394 0.232 9.753
H 2.566 3.084 13.285
H 1.968 3.293 11.515
H 3.408 4.084 12.080
C -1.693 -2.977 22.188
C -3.156 -3.343 22.004
C -3.496 -4.485 22.980
N -4.553 -5.411 22.366
C -5.811 -4.712 21.888
C -4.859 -6.519 23.352
C -5.020 -7.794 22.569
C -3.899 -7.632 21.494
C -3.961 -6.145 21.152
H -1.487 -2.677 23.219
H -1.504 -2.024 21.686
H -0.925 -3.677 21.857
H -3.474 -3.622 21.004
H -3.698 -2.480 22.387
H -3.920 -4.098 23.903
H -2.678 -5.201 23.046
H -6.267 -4.195 22.729
H -6.486 -5.503 21.568
H -5.553 -4.013 21.094
H -5.757 -6.347 23.952
H -4.072 -6.537 24.105
H -5.976 -7.846 22.050
H -4.920 -8.611 23.280
H -4.155 -8.197 20.602
H -2.943 -7.884 21.949
H -4.590 -5.941 20.291
H -2.969 -5.736 20.979
C 4.443 -7.743 15.356
C 3.467 -6.577 15.220
C 4.070 -5.206 15.624
N 3.173 -4.081 15.126
C 3.385 -3.801 13.675
C 1.690 -4.267 15.416
C 1.182 -2.851 15.616
C 2.318 -1.892 15.823
C 3.549 -2.852 15.951
H 5.321 -7.701 14.717
H 3.926 -8.686 15.190
H 4.720 -7.708 16.412
H 2.647 -6.711 15.928
H 2.993 -6.495 14.241
H 5.038 -5.029 15.154
H 4.216 -5.147 16.699
H 3.247 -4.680 13.048
H 4.432 -3.507 13.627
H 2.693 -3.044 13.315
H 1.190 -4.799 14.616
H 1.659 -4.714 16.408
H 0.435 -2.559 14.879
H 0.637 -2.797 16.561
H 2.622 -1.147 15.091
H 2.299 -1.403 16.797
H 4.468 -2.440 15.541
H 3.669 -3.158 16.986
C -0.043 -0.316 18.678
C 0.568 1.009 18.239
C 0.057 1.540 16.885
N -0.275 3.006 16.893
C -1.329 3.367 17.942
C -0.918 3.404 15.567
C 0.109 4.065 14.757
C 0.760 4.911 15.842
C 0.972 3.904 16.974
H -0.090 -0.363 19.770
H 0.455 -1.252 18.409
H -1.102 -0.439 18.440
H 1.644 0.907 18.100
H 0.271 1.759 18.971
H -0.857 1.046 16.553
H 0.737 1.432 16.038
H -1.871 4.264 17.663
H -0.842 3.522 18.903
H -1.961 2.485 17.973
H -1.682 4.163 15.754
H -1.512 2.604 15.124
H -0.224 4.529 13.826
H 0.899 3.403 14.378
H 0.102 5.736 16.107
H 1.719 5.264 15.457
H 1.098 4.296 17.977
H 1.886 3.349 16.759
C -3.177 12.068 9.330
C -2.519 11.355 10.493
C -2.037 9.975 10.079
N -1.556 9.113 11.222
C -2.675 8.613 12.066
C -0.585 9.861 12.174
C 0.447 8.845 12.649
C 0.225 7.526 11.862
C -0.649 8.028 10.741
H -3.822 11.446 8.707
H -2.508 12.593 8.643
H -3.798 12.901 9.668
H -3.250 11.300 11.304
H -1.776 12.019 10.938
H -1.221 9.997 9.358
H -2.829 9.348 9.666
H -3.071 9.515 12.521
H -2.417 7.851 12.798
H -3.458 8.177 11.442
H -1.150 10.390 12.936
H -0.051 10.614 11.596
H 0.366 8.605 13.709
H 1.468 9.183 12.482
H -0.297 6.838 12.526
H 1.170 7.120 11.514
H -1.171 7.264 10.155
H -0.010 8.427 9.949
C -8.096 7.638 15.946
C -7.217 7.061 14.808
C -7.032 5.583 15.022
N -6.166 4.985 13.906
C -4.709 5.368 14.072
C -6.758 5.201 12.517
C -6.371 3.995 11.615
C -5.807 2.941 12.587
C -6.213 3.469 13.942
H -9.164 7.567 15.731
H -7.834 8.680 16.102
H -8.008 7.036 16.850
H -6.317 7.677 14.750
H -7.659 7.285 13.834
H -7.940 4.981 15.079
H -6.523 5.294 15.944
H -4.204 5.168 13.131
H -4.377 4.792 14.932
H -4.527 6.399 14.383
H -6.299 6.132 12.195
H -7.831 5.258 12.679
H -5.578 4.385 10.978
H -7.157 3.627 10.963
H -4.742 2.835 12.400
H -6.248 1.945 12.566
H -5.707 3.124 14.845
H -7.244 3.153 14.117
C -3.931 -1.542 18.834
F -3.608 -2.797 18.407
F -3.490 -1.442 20.085
F -3.266 -0.705 18.021
S -5.815 -1.324 18.805
O -6.061 -0.144 19.648
O -6.196 -1.215 17.426
O -6.238 -2.598 19.407
C -2.693 0.553 13.139
F -3.425 -0.369 12.547
F -2.676 1.694 12.457
F -3.179 0.756 14.355
S -0.899 -0.061 13.331
O -0.834 -0.665 14.671
O -0.598 -1.024 12.282
O -0.081 1.167 13.307
P -2.302 8.303 16.467
F -3.490 8.592 15.367
F -1.302 7.955 15.242
F -1.863 9.888 16.388
F -1.096 8.040 17.506
F -3.282 8.505 17.725
F -2.646 6.692 16.516
P 2.875 4.688 20.820
F 3.578 4.791 19.335
F 2.365 6.227 20.703
F 1.455 4.257 20.165
F 2.326 4.470 22.300
F 3.380 3.145 20.787
F 4.275 5.269 21.467
P -3.017 1.939 21.265
F -3.549 2.390 22.725
F -4.521 1.869 20.714
F -2.928 3.505 20.808
F -2.427 1.488 19.826
F -1.476 2.222 21.822
F -2.946 0.431 21.866

Record 2
22
Properties=species:S:1:pos:R:3 method="wB97M-V/def2-TZVPD" homo_ev=-13.2 relative_energy_kcal_mol=85.7 max_force_ev_per_a=3.831 total_charge=+1
C 3.402 -0.871 0.149
C 3.597 0.453 0.021
C 2.120 -1.380 -0.101
C 2.483 1.306 -0.171
C 1.044 -0.541 -0.036
C -0.357 -1.053 0.025
C -2.890 -0.282 -0.188
N 1.245 0.806 -0.021
N -0.409 -2.261 0.315
N -1.481 0.065 -0.344
N -1.129 1.355 0.168
H 4.163 -1.497 0.333
H 4.649 0.771 0.014
H 1.770 -2.468 -0.107
H 2.698 2.405 -0.232
H -3.244 -0.655 -1.171
H -2.906 -1.060 0.477
H -3.589 0.508 0.179
H -1.316 -2.691 0.304
H 0.173 1.208 0.180
H -1.922 1.678 0.664
H -1.066 1.950 -0.639

Record 3
25
Properties=species:S:1:pos:R:3 method="wB97M-V/def2-TZVPD" homo_ev=-14.5 smiles="CCC1=[NH+][C@](O)(CC)N=CN1" relative_energy_kcal_mol=26.7 max_force_ev_per_a=4.796 total_charge=+1
C 0.136 -1.340 1.629
C -0.443 0.806 0.964
C 1.564 -0.284 0.067
C -2.551 1.314 -0.073
C 0.461 -1.515 -1.916
C -1.441 1.826 0.899
C 1.647 -0.746 -1.381
N 1.117 -1.435 0.924
N -0.606 -0.200 1.789
N 0.604 0.796 0.141
O 2.788 0.223 0.583
H -0.188 -2.224 2.205
H -2.523 1.707 -1.017
H -3.615 1.535 0.133
H -2.507 0.140 -0.089
H 0.572 -2.552 -1.556
H 0.676 -1.628 -3.027
H -0.420 -0.982 -1.565
H -1.917 2.011 1.958
H -0.921 2.815 0.488
H 1.875 0.149 -2.105
H 2.513 -1.333 -1.477
H -1.328 -0.199 2.468
H 0.937 1.518 -0.508
H 3.571 -0.403 0.467

Record 4
72
Properties=species:S:1:pos:R:3 method="wB97M-V/def2-TZVPD" homo_ev="-19.5 / -19.5" relative_energy_kcal_mol=0.0 s2=6.04 max_force_ev_per_a=4.159 spin_multiplicity=5 total_charge=+4
Ru -0.195 -0.085 0.000
P 1.368 -1.444 1.235
P 0.367 1.733 1.398
P -0.135 -1.649 -1.672
H 1.242 5.358 -4.571
C 0.638 4.677 -5.188
C -0.685 4.861 -5.167
H -1.105 5.476 -4.362
C 3.144 -1.383 0.831
C 1.305 -1.269 3.072
C 0.937 -3.234 1.202
C -0.088 3.424 0.854
C -0.449 1.563 3.029
C 2.192 1.846 1.664
C -0.731 -1.172 -3.352
C -1.376 -2.924 -1.235
C 1.444 -2.486 -2.092
H 1.154 3.971 -5.840
H -1.333 4.547 -5.995
H 3.694 -2.060 1.498
H 3.533 -0.368 0.961
H 3.311 -1.692 -0.206
H 1.976 -2.018 3.514
H 0.298 -1.504 3.441
H 1.615 -0.281 3.423
H 1.607 -3.781 1.880
H 1.004 -3.669 0.200
H -0.073 -3.384 1.603
H 0.284 4.163 1.578
H -1.181 3.493 0.774
H 0.354 3.635 -0.130
H 0.282 1.335 3.821
H -1.220 0.775 2.996
H -0.934 2.525 3.254
H 2.425 2.836 2.082
H 2.695 1.742 0.689
H 2.547 1.066 2.353
H -0.623 -2.028 -4.029
H -0.166 -0.333 -3.766
H -1.781 -0.861 -3.307
H -1.415 -3.706 -2.008
H -2.359 -2.437 -1.149
H -1.154 -3.397 -0.272
H 1.368 -2.934 -3.091
H 1.716 -3.282 -1.394
H 2.262 -1.756 -2.113
C -0.154 2.191 -2.463
C 1.072 1.689 -2.932
C 2.110 2.597 -3.170
C 1.959 3.947 -2.792
C 0.728 4.408 -2.298
C -0.386 3.579 -2.362
S -1.429 1.270 -1.724
H 0.364 1.413 -0.476
H 1.173 0.604 -3.038
H 3.031 2.246 -3.640
H 2.751 4.694 -2.950
H 0.588 5.447 -1.983
H -1.436 3.905 -2.370
N -1.438 -0.875 1.168
C -1.990 -1.619 1.887
C -2.524 -2.517 2.833
C -2.306 -2.343 4.224
C -2.827 -3.292 5.117
C -3.595 -4.367 4.650
C -3.829 -4.509 3.274
C -3.298 -3.599 2.357
H -1.745 -1.445 4.536
H -2.645 -3.176 6.183
H -4.034 -5.099 5.345
H -4.447 -5.349 2.940
H -3.451 -3.686 1.270